This record from the OMol25 dataset describes C23H42N2O3OsS4Si2Te as an isolated structure. The level of theory is ωB97M-V/def2-TZVPD.

Last column: Löwdin spin population.
CARTESIAN COORDINATES (ANGSTROEM)
Os: 1.19 -1.36 -0.62  2.39
Te: 1.28 1.06 0.61  0.04
S: 1.33 -6.12 0.24  0.11
S: 3.74 -4.87 1.50  0.14
S: 3.01 -2.15 0.57  0.18
S: 0.34 -3.53 -0.78  0.24
Si: 3.00 3.79 -0.31  0.01
Si: 0.78 -0.02 3.76  0.00
O: 2.47 -1.09 -2.48  0.14
O: 3.17 -7.45 1.62  0.09
O: -4.82 -1.38 -2.85  0.00
N: -4.71 -1.38 -0.57  0.00
N: -0.51 -0.56 -1.65  0.02
C: -4.23 0.68 0.77  0.00
C: -1.47 1.12 -3.05  0.00
C: 2.83 -6.41 1.20  0.02
C: -1.74 -1.04 -1.40  0.02
C: 1.53 -4.44 0.08  0.23
C: 2.67 -3.85 0.67  0.24
C: -2.88 -0.48 -1.95  0.00
C: -7.15 -1.20 -0.12  0.00
C: 1.60 4.27 -1.46  0.00
C: 1.69 -0.39 5.34  0.00
C: -2.74 0.60 -2.81  0.01
C: 4.66 4.34 -0.96  0.00
C: 3.03 1.89 -0.29  0.04
C: 2.19 -1.39 -3.89  0.01
C: -0.39 0.52 -2.44  0.01
C: -0.56 1.26 3.98  0.00
C: -4.25 -1.12 -1.81  0.00
C: -5.99 -2.11 -0.45  0.00
C: -4.14 -0.84 0.66  0.00
C: 0.05 -1.59 3.01  0.02
C: 3.00 -0.49 -4.78  0.00
C: 2.07 0.68 2.53  0.00
C: 2.68 4.39 1.43  0.00
H: -0.86 -1.88 3.54  0.00
H: 1.47 5.36 -1.48  0.00
H: 2.78 -0.72 -5.83  0.00
H: 2.75 0.56 -4.61  0.00
H: -3.61 1.19 0.04  0.00
H: 5.46 4.04 -0.28  0.00
H: -1.32 0.91 4.68  0.00
H: -7.29 -0.45 -0.90  0.00
H: -5.26 1.01 0.64  0.00
H: -3.61 1.01 -3.29  0.00
H: -5.85 -2.88 0.31  0.00
H: -1.33 1.97 -3.70  0.00
H: -3.90 0.99 1.77  0.00
H: -0.23 -1.48 1.95  0.02
H: -0.15 2.19 4.38  0.00
H: 2.42 1.65 2.86  0.00
H: 2.92 0.01 2.41  0.00
H: 2.45 -1.15 5.19  0.00
H: -1.80 -1.91 -0.76  0.00
H: 3.07 1.48 -1.31  0.00
H: 4.70 5.42 -1.06  0.00
H: 0.62 0.89 -2.59  0.00
H: 1.01 -0.75 6.11  0.00
H: -4.70 -1.30 1.47  0.00
H: 1.12 -1.24 -3.99  0.00
H: 0.65 3.85 -1.15  0.00
H: 2.58 5.48 1.44  0.00
H: -1.07 1.50 3.05  0.00
H: 1.76 3.99 1.86  0.00
H: 4.87 3.92 -1.94  0.00
H: -7.01 -0.68 0.83  0.00
H: 1.81 3.96 -2.49  0.00
H: 4.07 -0.63 -4.64  0.00
H: 0.75 -2.43 3.08  0.00
H: 3.51 4.14 2.09  0.00
H: -8.07 -1.78 -0.04  0.00
H: 3.40 -1.31 -2.28  0.01
H: -6.15 -2.61 -1.41  0.00
H: -3.11 -1.18 0.79  0.00
H: 3.86 1.46 0.27  0.00
H: 2.40 -2.45 -4.05  0.00
H: 2.18 0.50 5.73  0.00

Properties
frontier orbital gap (spin up / spin down)	7.98 / 5.15	eV
calculated total energy	-102499.5347	eV
2S+1	5
energy above the lowest of the compared OMol25 structures with the same formula, charge and spin	0.0	kJ/mol
charge	+2
F_max	0.0040	hartree/bohr